(1)
C6H11NO2P as an isolated structure at a distorted geometry, computed with ωB97M-V with the def2-TZVPD basis set.

Each line ends with the natural charge from an NBO analysis.
Geometry (Å):
C -3.55684 0.63745 -0.10248  0.157
C 1.04912 -2.12932 0.04578  -0.622
C -1.07467 2.17000 0.43328  -0.612
C 0.55329 -1.07672 -0.98618  -0.420
C -0.16269 0.92764 0.54924  -0.414
C -0.50709 -0.08834 -0.51413  -0.484
N -4.42539 1.38385 -0.24516  -0.563
O -2.41667 -2.18031 -0.60246  -1.072
O -1.77248 -1.18531 1.67279  -1.059
P -1.93106 -1.07796 0.21919  1.804
H 1.63074 -3.04309 -0.39757  0.198
H 1.78890 -1.64196 0.68505  0.191
H 0.16247 -2.58520 0.69066  0.231
H -2.11786 1.95307 0.51413  0.233
H -0.94080 2.96315 1.25669  0.203
H -0.89494 2.48789 -0.62504  0.191
H 0.06070 -1.66760 -1.85251  0.219
H 1.51823 -0.61634 -1.33384  0.181
H 0.94658 1.29176 0.37864  0.182
H -0.08146 0.54633 1.55833  0.237
H -0.88908 0.47004 -1.36924  0.221

Its multiplicity is 3. The calculation puts the electronic energy at -781.675784 a.u. The calculation puts the HOMO energy (spin up / spin down) at -0.162 / -5.993 eV. As for the net charge: -1. The calculation puts the HOMO-LUMO gap (spin up / spin down) at 0.1442 / 0.2181 Ha.

---

(2)
A 2-piece molecular cluster, C9H16N3 overall at a distorted geometry, computed with ωB97M-V with the def2-TZVPD basis set.

Each line ends with the natural charge from an NBO analysis.
Geometry (Å):
C -1.49370 0.72125 3.14485  -0.445
C 0.62717 0.02330 2.05600  0.682
N -0.06749 0.42975 3.12330  -0.575
N 0.25188 -0.85602 1.14847  -0.739
N 1.88954 0.49727 2.00242  -0.772
H 0.36627 0.49843 4.02495  0.435
H -0.61518 -1.34441 1.15787  0.434
H 0.68239 -0.76408 0.23120  0.443
H 2.15872 1.47013 2.03881  0.431
H 2.47641 -0.00481 1.34805  0.400
H -2.09296 0.62623 2.24254  0.234
H -1.56412 1.80836 3.31346  0.223
H -2.01968 0.21867 3.95464  0.228
C 0.96611 1.70999 -2.12241  -0.664
C 0.25368 0.40530 -1.91705  -0.014
C -1.11942 0.30879 -1.75863  -0.239
C 1.01139 -0.77256 -2.04522  -0.271
C -1.78325 -0.90656 -1.84153  -0.186
C 0.33406 -1.97738 -2.00438  -0.206
C -1.04110 -2.08209 -1.85773  -0.240
H 2.04929 1.58909 -1.93099  0.212
H 0.92518 2.60047 -1.48317  0.234
H -1.72711 1.21068 -1.76169  0.225
H 2.06760 -0.58045 -2.19005  0.231
H -2.86645 -0.91207 -1.87956  0.231
H 0.95684 -2.86505 -1.96825  0.226
H -1.46590 -3.07707 -1.86378  0.236
H 0.83986 2.02484 -3.16215  0.246

The calculation puts the electronic energy at -516.580358 a.u. The calculation puts the HOMO energy at -12.483 eV. As for the net charge: +1. The calculation puts the HOMO-LUMO gap at 0.3521 Ha.

---

(3)
An isolated ion of composition C3H5FO2P and charge -1 at a distorted geometry, computed with ωB97M-V with the def2-TZVPD basis set.

Each line ends with the natural charge from an NBO analysis.
Geometry (Å):
C -1.73929 -0.18604 -1.14454  -0.496
C 1.41535 1.35371 0.97435  -1.271
C -0.99902 -0.42667 -0.05192  0.053
O 1.31373 -0.22468 -1.47755  -1.135
O 1.29800 -1.45779 0.76782  -1.038
F -1.59905 -0.98476 1.02699  -0.360
P 0.80424 -0.14186 -0.10069  1.997
H -1.31310 0.17161 -2.05975  0.224
H -2.77105 -0.17322 -1.14117  0.179
H 2.07935 1.89650 0.31989  0.179
H 0.67840 2.03504 1.39890  0.173
H 0.83245 -1.86183 1.48767  0.495

The calculation puts the electronic energy at -709.012626 a.u. The calculation puts the HOMO energy at -2.148 eV. The SMILES is C=C(F)[P@](=C)([O-])O. As for the net charge: -1. The calculation puts the HOMO-LUMO gap at 0.2241 Ha.

---

Sequential energy above the lowest of the compared OMol25 structures with the same formula, charge and spin output: 79.5; 119.3; 337.2 kJ/mol